The following is a quantum chemistry calculation of one molecule with the formula C7H8N4O at a distorted geometry, from OMol25.

Computed properties:
E_tot (eV): -15393.1529
HOMO-LUMO gap (alpha / beta) (eV): 8.9 / 8.9
E_HOMO (alpha / beta) (eV): -8.37 / -8.37
F_max (eV Å⁻¹): 5.01
Structure (SMILES): NCn1c2ccccc2n[n+]1[O-]
Energy above the lowest of the compared OMol25 structures with the same formula, charge and spin (kcal/mol): 85.8

Structure (ORCA input):
```
! RIJCOSX wB97M-V def2-TZVPD def2/J DEFGRID3
* xyz 0 1
N -2.5325 -1.2878 0.8404
C -2.0850 -0.9976 -0.5116
N -1.0624 0.0695 -0.2811
C 0.3041 0.0000 -0.1680
C 1.2010 -1.0566 -0.2994
C 2.5556 -0.7454 -0.0754
C 2.9685 0.6013 0.3253
C 2.0514 1.6465 0.2374
C 0.7028 1.3126 0.0398
N -0.3515 2.1424 0.0061
N -1.4089 1.4492 -0.0861
O -2.5784 1.8397 -0.0764
H -3.0582 -2.1116 0.8749
H -3.1187 -0.5067 1.1323
H -2.7528 -0.4935 -1.1525
H -1.4650 -1.7459 -0.8450
H 0.8444 -2.0941 -0.6284
H 3.1919 -1.5921 -0.1684
H 4.0521 0.8857 0.4388
H 2.5418 2.6844 0.3974
*
```

natural (NBO) atomic charges, in units of e: N -0.823; C -0.043; N -0.212; C 0.092; C -0.246; C -0.196; C -0.237; C -0.213; C 0.114; N -0.257; N 0.445; O -0.474; H 0.361; H 0.375; H 0.208; H 0.202; H 0.222; H 0.217; H 0.224; H 0.240

***

The following is a quantum chemistry calculation of C8H10N2O5V as an isolated structure at a distorted geometry, from OMol25.

Computed properties:
E_tot (eV): -47361.7859
HOMO-LUMO gap (alpha / beta) (eV): 5.6 / 5.3
E_HOMO (alpha / beta) (eV): -5.74 / -5.47
F_max (eV Å⁻¹): 3.82
Energy above the lowest of the compared OMol25 structures with the same formula, charge and spin (kcal/mol): 31.0

Structure (ORCA input):
```
! RIJCOSX wB97M-V def2-TZVPD def2/J DEFGRID3
* xyz 0 2
V 2.2378 -0.5477 1.3915
O -1.7030 2.0791 1.2220
C -1.8485 2.2597 -0.1869
N -2.7748 1.2910 -0.6819
C -2.5103 0.1029 -1.2952
O -3.4014 -0.5343 -1.8273
C -1.1124 -0.4009 -1.3215
C -0.5982 -0.9270 -2.4977
C 0.6922 -1.4322 -2.4962
C 1.4201 -1.3895 -1.3215
N 0.9406 -0.9006 -0.1658
C -0.3230 -0.4386 -0.1823
H -1.1030 2.7569 1.5487
H -0.8840 2.1536 -0.6883
H -2.2583 3.2526 -0.3907
H -3.7561 1.5146 -0.6362
H -1.2049 -0.9532 -3.3931
H 1.1249 -1.8541 -3.3912
H 2.4308 -1.7717 -1.2714
H -0.7036 -0.1037 0.7741
O 0.1034 -1.4415 3.6423
C 0.8405 -1.0606 2.8419
O 3.5921 0.0278 2.7392
H 3.5234 -0.0308 3.6842
H 4.4592 0.4010 2.5716
O 2.8167 -2.0527 1.3317
*
```

natural (NBO) atomic charges, in units of e: V 0.605; O -0.724; C 0.085; N -0.618; C 0.666; O -0.589; C -0.188; C -0.117; C -0.256; C 0.085; N -0.451; C 0.055; H 0.470; H 0.174; H 0.172; H 0.413; H 0.237; H 0.230; H 0.229; H 0.232; O -0.515; C 0.394; O -0.871; H 0.508; H 0.490; O -0.717

***

The following is a quantum chemistry calculation of C12H23CoN5O6S as an isolated structure at a distorted geometry, from OMol25.

Computed properties:
E_tot (eV): -81003.4285
HOMO-LUMO gap (alpha / beta) (eV): 6.9 / 5.4
E_HOMO (alpha / beta) (eV): -6.86 / -6.84
F_max (eV Å⁻¹): 4.93
Energy above the lowest of the compared OMol25 structures with the same formula, charge and spin (kcal/mol): 3.1

Structure (ORCA input):
```
! RIJCOSX wB97M-V def2-TZVPD def2/J DEFGRID3
* xyz 0 4
O -0.5744 -1.2416 -3.3141
H -0.2728 -0.9548 -4.1896
Co 0.6586 0.2457 0.1946
N 1.6724 -1.2974 -0.5705
N -0.6714 -1.5814 0.1460
N 0.9209 2.1179 0.4280
N -1.1178 1.0564 0.9625
O 2.8324 -0.9640 -0.9202
O 2.0710 2.5483 0.0772
O -1.9295 0.3829 1.7527
O -1.8307 -1.7635 0.7034
C -0.1857 -2.6921 -0.4421
C 1.1014 -2.4805 -0.9801
C -0.1167 3.0220 0.5564
C -1.2796 2.3957 1.0339
C 1.8223 -3.3571 -1.9169
H 1.4886 -3.2434 -2.9568
H 1.6476 -4.3969 -1.6500
H 2.8947 -3.1490 -1.8901
C -0.9466 -3.9303 -0.3482
H -1.9349 -3.8059 -0.7738
H -1.0847 -4.2206 0.6906
H -0.4352 -4.7342 -0.8550
C 0.1469 4.4800 0.4199
C -2.3049 3.0263 1.8604
H 0.8419 4.7063 -0.4111
H 0.6136 4.8586 1.3532
H -0.7826 5.0595 0.2533
H -2.9837 2.2837 2.2471
H -2.8654 3.7712 1.3182
H -1.8373 3.5141 2.7075
H 1.6923 1.1717 -1.4570
H -1.9637 -0.5926 1.3196
C -2.7887 -0.1966 -3.0361
H -3.4537 -1.0790 -2.9545
H -1.9317 0.0618 -3.6134
H -2.7672 0.4403 -2.1347
O 0.8254 0.6910 -1.5456
H -0.0902 -0.5569 -2.8041
H 0.1822 1.3540 -1.9290
S 1.3719 -0.5234 4.3071
C 2.7064 0.2192 3.5340
C 2.4916 0.2764 2.1679
N 1.2529 -0.2278 1.7994
C 0.5511 -0.7383 2.8150
H 3.6174 0.6208 3.9825
H 3.1297 0.6728 1.3859
H -0.3842 -1.2489 2.6771
*
```

natural (NBO) atomic charges, in units of e: O -0.920; H 0.463; Co 0.965; N -0.058; N -0.081; N -0.072; N -0.185; O -0.395; O -0.615; O -0.601; O -0.479; C 0.160; C 0.182; C 0.029; C 0.182; C -0.687; H 0.250; H 0.226; H 0.252; C -0.668; H 0.252; H 0.244; H 0.219; C -0.661; C -0.678; H 0.242; H 0.226; H 0.215; H 0.254; H 0.226; H 0.226; H 0.546; H 0.472; C -0.531; H 0.187; H 0.169; H 0.150; O -0.911; H 0.478; H 0.514; S 0.483; C -0.464; C -0.025; N -0.442; C -0.125; H 0.262; H 0.268; H 0.259

***

The following is a quantum chemistry calculation of C3H8N2O2 as an isolated structure at a distorted geometry, from OMol25.

Computed properties:
E_tot (eV): -10312.0776
HOMO-LUMO gap (eV): 9.5
E_HOMO (eV): -8.95
F_max (eV Å⁻¹): 4.70
Energy above the lowest of the compared OMol25 structures with the same formula, charge and spin (kcal/mol): 112.4

Structure (ORCA input):
```
! RIJCOSX wB97M-V def2-TZVPD def2/J DEFGRID3
* xyz 0 1
N 0.2540 0.7431 0.1884
C -1.6272 0.0344 -0.1154
N 0.5312 0.6505 1.5703
O -2.1786 0.9973 -0.8994
O -2.1761 -0.4458 0.8549
H -3.0813 1.1331 -0.5604
H 0.1382 1.6948 -0.1642
H -0.1382 -0.0106 1.9708
H 1.4639 0.2492 1.6759
C 0.8039 -0.2361 -0.7687
C 1.7844 -1.1269 -0.4341
H 2.3246 -1.6259 -1.2289
H 0.8658 0.2311 -1.7498
H -0.7984 -0.6952 -0.8817
H 1.8340 -1.5929 0.5423
*
```

natural (NBO) atomic charges, in units of e: N -0.449; C 0.679; N -0.637; O -0.733; O -0.674; H 0.493; H 0.399; H 0.369; H 0.345; C -0.085; C -0.422; H 0.217; H 0.223; H 0.074; H 0.202

***

The following is a quantum chemistry calculation of one molecule with the formula C6H11N, from OMol25.

Computed properties:
E_tot (eV): -7887.2081
HOMO-LUMO gap (eV): 8.0
E_HOMO (eV): -6.97
F_max (eV Å⁻¹): 0.42
Structure (SMILES): C/C=C(C)\C=C/N
Energy above the lowest of the compared OMol25 structures with the same formula, charge and spin (kcal/mol): 76.6

Structure (ORCA input):
```
! RIJCOSX wB97M-V def2-TZVPD def2/J DEFGRID3
* xyz 0 1
C 0.1451 -1.3088 1.5574
C -0.1611 -0.8973 0.1335
C 0.6236 0.0417 -0.6081
C 1.4259 -0.3072 -1.8284
C 0.4522 1.2692 -0.0159
C -0.8178 1.2399 0.6566
N -2.0248 1.4032 -0.0257
H -0.7617 -1.5249 2.1318
H 0.7470 -2.2288 1.5729
H 0.7053 -0.5382 2.0881
H -0.6403 -1.7069 -0.4307
H 2.2752 -0.9509 -1.5792
H 1.7993 0.5797 -2.3425
H 0.8042 -0.8716 -2.5324
H 1.1676 2.0847 0.0667
H -0.9136 1.5934 1.6877
H -2.8352 1.0343 0.4556
H -1.9911 1.0883 -0.9873
*
```

natural (NBO) atomic charges, in units of e: C -0.623; C -0.245; C 0.000; C -0.650; C -0.342; C 0.103; N -0.788; H 0.199; H 0.195; H 0.208; H 0.173; H 0.216; H 0.215; H 0.220; H 0.203; H 0.173; H 0.368; H 0.373

***

The following is a quantum chemistry calculation of C27H22ClF3PPdTe as an isolated structure, from OMol25.

Computed properties:
E_tot (eV): -69063.7113
HOMO-LUMO gap (alpha / beta) (eV): 4.6 / 4.6
E_HOMO (alpha / beta) (eV): -16.95 / -16.95
F_max (eV Å⁻¹): 0.15

Structure (ORCA input):
```
! RIJCOSX wB97M-V def2-TZVPD def2/J DEFGRID3
* xyz 3 1
Pd 1.1030 -0.9986 0.3699
Cl 2.3012 -0.4179 2.5338
C 1.8445 1.2157 2.9816
C 2.0127 1.6131 4.2868
C 1.7445 2.9428 4.6116
C 1.3388 3.8556 3.6446
C 1.1810 3.4509 2.3313
C 1.4065 2.1043 1.9945
P 1.1142 1.6151 0.3374
C 2.0287 2.4210 -0.8679
C 1.4892 2.7671 -2.1339
C 2.2785 3.4455 -3.0297
C 3.5968 3.7723 -2.6925
C 4.1340 3.4427 -1.4467
C 3.3611 2.7743 -0.5275
C -0.3918 0.8575 -0.0917
C -0.5113 0.2339 -1.3737
C -1.7190 -0.3433 -1.7336
C -2.7649 -0.3819 -0.8260
C -2.6298 0.1679 0.4624
C -1.4592 0.7736 0.8447
H 2.3721 0.9212 5.0368
H 1.8804 3.2678 5.6351
H 1.1502 4.8858 3.9138
H 0.8692 4.1632 1.5767
H 0.4548 2.5602 -2.3724
H 1.8768 3.7467 -3.9875
H 4.2086 4.3066 -3.4088
H 5.1522 3.7155 -1.2054
H 3.7688 2.5137 0.4419
H 0.2958 0.2959 -2.0919
H -1.8412 -0.7685 -2.7209
H -3.7023 -0.8432 -1.1109
H -3.4667 0.1355 1.1479
H -1.3651 1.2342 1.8208
F 3.2907 -2.5523 -0.6475
C 2.5775 -1.4883 -0.9142
F 3.3467 -0.4030 -0.7919
F 2.0864 -1.5471 -2.1400
C -1.3699 -3.3137 1.3096
Te 0.4648 -3.5652 0.2492
C -0.7222 -3.7049 -1.5172
C -2.1581 -3.5670 -1.0692
C -3.1849 -3.6629 -2.0081
C -4.5073 -3.5624 -1.6081
C -4.8167 -3.3676 -0.2630
C -3.8008 -3.2753 0.6737
C -2.4677 -3.3752 0.2749
H -1.3548 -2.3701 1.8594
H -1.4319 -4.1184 2.0433
H -0.5148 -4.6709 -1.9774
H -0.4062 -2.9260 -2.2121
H -2.9507 -3.8458 -3.0503
H -5.2990 -3.6559 -2.3391
H -5.8494 -3.3135 0.0540
H -4.0439 -3.1607 1.7236
*
```

natural (NBO) atomic charges, in units of e: Pd 0.394; Cl 0.105; C 0.025; C -0.216; C -0.078; C -0.200; C -0.062; C -0.567; P 1.599; C -0.543; C -0.131; C -0.183; C -0.032; C -0.220; C -0.042; C -0.544; C -0.177; C -0.160; C -0.068; C -0.171; C -0.174; H 0.276; H 0.271; H 0.272; H 0.241; H 0.239; H 0.268; H 0.266; H 0.270; H 0.234; H 0.258; H 0.258; H 0.272; H 0.270; H 0.258; F -0.269; C 0.960; F -0.303; F -0.293; C -0.663; Te 0.849; C -0.624; C -0.111; C -0.193; C -0.179; C -0.181; C -0.230; C 0.014; H 0.234; H 0.277; H 0.278; H 0.243; H 0.240; H 0.254; H 0.253; H 0.237

***

The following is a quantum chemistry calculation of one molecule with the formula C2H2N2O at a distorted geometry, from OMol25.

Computed properties:
E_tot (eV): -7130.7966
HOMO-LUMO gap (alpha / beta) (eV): 9.0 / 9.0
E_HOMO (alpha / beta) (eV): -8.99 / -8.99
F_max (eV Å⁻¹): 4.57
Structure (SMILES): [H]/N=N/C=C=O
Energy above the lowest of the compared OMol25 structures with the same formula, charge and spin (kcal/mol): 70.3

Structure (ORCA input):
```
! RIJCOSX wB97M-V def2-TZVPD def2/J DEFGRID3
* xyz 0 1
H 1.7190 1.5176 0.1670
N 0.7044 1.3611 -0.0196
N 0.5443 0.0989 0.0315
C -0.6495 -0.5425 0.0111
C -2.0092 -0.2289 -0.0359
O -3.1286 -0.3522 0.0056
H -0.5337 -1.6505 -0.2656
*
```

natural (NBO) atomic charges, in units of e: H 0.318; N -0.389; N -0.155; C -0.417; C 0.766; O -0.385; H 0.261

***

The following is a quantum chemistry calculation of one molecule with the formula C3H8N2O at a distorted geometry, from OMol25.

Computed properties:
E_tot (eV): -8266.1733
HOMO-LUMO gap (eV): 10.2
E_HOMO (eV): -9.65
F_max (eV Å⁻¹): 5.95
Structure (SMILES): CNC(=O)CN
Energy above the lowest of the compared OMol25 structures with the same formula, charge and spin (kcal/mol): 72.7

Structure (ORCA input):
```
! RIJCOSX wB97M-V def2-TZVPD def2/J DEFGRID3
* xyz 0 1
C 0.2962 2.2413 -0.8744
N 0.8467 0.9455 -0.5390
C -0.1356 0.0179 -0.2193
O -1.2548 -0.3295 -0.8097
C 0.3263 -0.8148 0.8732
N -0.2101 -2.1801 1.4317
H 1.1114 2.8773 -1.3748
H -0.0042 2.7240 0.0555
H -0.4970 2.2389 -1.6081
H 1.8891 0.9739 -0.2850
H 1.2901 -1.1975 0.4126
H 0.6664 -0.2550 1.7642
H -1.1858 -1.8085 1.6327
H -0.6090 -2.9413 0.9548
*
```

natural (NBO) atomic charges, in units of e: C -0.416; N -0.657; C 0.639; O -0.607; C -0.324; N -0.839; H 0.198; H 0.186; H 0.229; H 0.427; H 0.218; H 0.222; H 0.347; H 0.375